This record from the Open Molecules 2025 dataset describes 6 unconnected molecules or ions with the total composition C16H48N4O6 at a distorted geometry. The level of theory is ωB97M-V/def2-TZVPD.

Atoms and positions in Å:
1 O 2.0274 1.3787 2.6104
2 H 1.7762 1.3215 3.5322
3 H 2.9619 1.5854 2.6286
4 O 0.4667 1.4945 0.2479
5 H 1.0761 1.5419 0.9845
6 H -0.1872 2.1683 0.4337
7 C 0.2809 -1.1007 -1.7071
8 C 0.4906 -1.7901 -3.0989
9 C 1.9744 -1.8571 -3.5663
10 O 2.1637 -2.6001 -4.7612
11 C 1.7246 -1.9034 -5.9097
12 N -0.0595 -3.0992 -3.0790
13 H -0.7768 -1.0997 -1.4437
14 H 0.5510 -0.0547 -1.8521
15 H 0.7623 -1.6173 -0.8768
16 H -0.0428 -1.1680 -3.8176
17 H 2.6273 -2.3025 -2.8157
18 H 2.3852 -0.8718 -3.7866
19 H 2.1657 -2.4119 -6.7671
20 H 2.1608 -0.9047 -5.8885
21 H 0.6526 -1.9754 -6.0935
22 H -0.6769 -3.1417 -3.8772
23 H 0.7261 -3.7260 -3.1796
24 C -2.4729 1.6861 2.4265
25 C -2.1397 1.0230 3.8028
26 C -2.5762 -0.4430 4.0144
27 O -3.8829 -0.4255 3.5833
28 C -4.4208 -1.7023 3.5235
29 N -0.6484 1.0657 3.8178
30 H -2.1966 2.7349 2.5350
31 H -3.5622 1.6470 2.4303
32 H -1.9849 1.1845 1.5908
33 H -2.6418 1.6186 4.5652
34 H -2.4231 -0.6758 5.0681
35 H -1.9081 -1.1037 3.4620
36 H -3.6938 -2.2622 2.9353
37 H -5.3905 -1.9131 3.0726
38 H -4.5461 -2.1591 4.5052
39 H -0.3246 0.6778 2.9433
40 H -0.3729 0.4671 4.5832
41 C -2.2653 3.7064 -1.5741
42 C -3.4576 4.1365 -0.7059
43 C -3.0925 5.4074 0.0251
44 O -2.1367 5.3181 1.1636
45 C -1.2677 6.4074 1.5499
46 N -4.7409 4.2015 -1.3458
47 H -2.4559 2.6672 -1.8421
48 H -1.3154 3.5417 -1.0655
49 H -2.1599 4.3847 -2.4207
50 H -3.6128 3.3250 0.0051
51 H -3.9800 5.9727 0.3094
52 H -2.6218 6.0858 -0.6865
53 H -0.6153 6.7320 0.7392
54 H -0.6949 6.0272 2.3958
55 H -1.8264 7.2959 1.8442
56 H -5.0708 3.3188 -1.7093
57 H -5.4120 4.3859 -0.6138
58 C 3.8447 -5.1041 -1.5645
59 C 4.5776 -4.4394 -0.4310
60 C 3.8399 -3.3260 0.3172
61 O 3.8493 -2.0634 -0.3725
62 C 3.1829 -1.0504 0.3779
63 N 5.0783 -5.4710 0.4539
64 H 3.2602 -5.9594 -1.2253
65 H 4.4801 -5.4767 -2.3680
66 H 3.2657 -4.2716 -1.9642
67 H 5.4820 -3.9982 -0.8500
68 H 4.4171 -3.2147 1.2351
69 H 2.8247 -3.6067 0.5975
70 H 2.5280 -1.3414 1.1991
71 H 2.5988 -0.3357 -0.2019
72 H 3.9817 -0.5274 0.9038
73 H 5.1347 -6.3395 -0.0587
74 H 4.3354 -5.6749 1.1070

## Properties
Total charge   +1
⟨S²⟩   0.75
Multiplicity   2
Relative energy (zero: lowest compared OMol25 entry of this formula, charge and spin)   35.4 kcal/mol
Lowest unoccupied orbital energy (spin up / spin down)   -2.858 / -8.484 eV

Taken from the Löwdin analysis, the atomic charges in e are:
1. O -0.046
2. H 0.038
3. H 0.058
4. O -0.059
5. H -0.017
6. H 0.017
7. C 0.021
8. C -0.323
9. C -0.144
10. O -0.168
11. C -0.077
12. N 0.333
13. H 0.096
14. H 0.091
15. H 0.084
16. H 0.153
17. H 0.118
18. H 0.148
19. H 0.104
20. H 0.104
21. H 0.092
22. H 0.155
23. H 0.144
24. C -0.052
25. C -0.372
26. C -0.238
27. O -0.176
28. C -0.116
29. N 0.022
30. H 0.075
31. H 0.072
32. H 0.066
33. H 0.140
34. H 0.129
35. H 0.119
36. H 0.082
37. H 0.090
38. H 0.090
39. H 0.042
40. H 0.064
41. C -0.049
42. C -0.467
43. C -0.153
44. O -0.220
45. C -0.091
46. N 0.036
47. H 0.065
48. H 0.062
49. H 0.085
50. H 0.120
51. H 0.118
52. H 0.117
53. H 0.078
54. H 0.086
55. H 0.080
56. H 0.075
57. H 0.076
58. C -0.062
59. C -0.453
60. C -0.186
61. O -0.185
62. C -0.121
63. N 0.035
64. H 0.084
65. H 0.087
66. H 0.046
67. H 0.141
68. H 0.129
69. H 0.125
70. H 0.086
71. H 0.066
72. H 0.090
73. H 0.071
74. H 0.071